This record from the Open Molecules 2025 dataset describes a structure of composition C41H47N10ORhSSe. The level of theory is wB97M-V/def2-TZVPD.

```
102
Properties=species:S:1:pos:R:3:forces:R:3
Rh -0.93363 -0.48707 -0.81837 -1.522 2.527 1.057
C 3.64740 5.00906 -1.77788 -0.109 0.017 0.060
C 2.21209 5.08759 -1.23319 0.117 0.160 0.064
C 2.21517 5.74500 0.14974 -0.009 -0.133 -0.124
C 1.34342 5.94387 -2.16718 0.003 -0.128 0.079
C 1.67532 3.67293 -1.17979 -0.125 -0.105 -0.190
C 1.34161 2.99953 -2.35885 0.004 -0.053 0.247
C 0.78219 1.74363 -2.30002 0.127 0.032 -0.309
N 0.55250 1.10480 -1.15526 0.038 -1.181 0.057
C 0.98053 1.67701 -0.01809 0.076 0.259 -0.272
C 1.52053 2.95613 0.00059 -0.105 -0.255 0.037
C 0.87319 0.83983 1.18296 0.165 -0.132 0.276
C 1.82958 0.88252 2.19022 -0.308 0.153 -0.089
C 1.75934 0.00563 3.26658 -0.174 -0.203 0.005
C 0.69740 -0.90473 3.25522 -0.004 0.232 -0.009
C -0.20299 -0.90794 2.21686 -0.201 -0.291 0.095
N -0.13601 -0.04702 1.19573 0.100 -0.701 -1.512
C 2.77558 -0.03443 4.38800 0.251 0.020 0.146
C 2.04708 0.07222 5.73946 0.007 0.003 -0.160
C 3.52700 -1.37531 4.30559 -0.079 0.093 -0.032
C 3.79785 1.10104 4.29918 -0.143 -0.095 -0.032
H 4.03929 6.01272 -1.92548 0.056 0.078 -0.007
H 3.67786 4.48351 -2.73108 0.048 0.013 -0.080
H 4.29490 4.48596 -1.07572 0.075 -0.040 0.008
H 2.48897 6.79368 0.05401 0.030 0.024 0.005
H 2.94014 5.27864 0.81568 0.015 -0.022 0.083
H 1.22443 5.69352 0.60260 -0.022 0.060 0.076
H 1.68040 6.97678 -2.12477 0.032 0.067 -0.004
H 0.30032 5.91263 -1.85276 -0.090 0.024 -0.017
H 1.41202 5.62481 -3.20487 -0.015 -0.043 -0.092
H 1.50745 3.45726 -3.32153 -0.018 -0.006 -0.075
H 0.53632 1.21381 -3.20939 -0.019 0.006 0.079
H 1.79790 3.38156 0.95225 -0.004 0.053 0.033
H 2.64148 1.58736 2.11074 0.017 0.070 -0.027
H 0.57464 -1.62206 4.05066 -0.019 -0.088 0.035
H -1.01520 -1.62058 2.19253 0.096 -0.055 -0.064
H 1.48015 -0.82857 5.96644 -0.067 -0.026 0.029
H 1.37020 0.92660 5.74905 -0.027 0.033 0.053
H 2.78066 0.21368 6.53104 0.012 -0.041 0.042
H 2.84484 -2.22385 4.33708 -0.017 -0.066 0.004
H 4.21173 -1.45916 5.14756 0.038 -0.005 0.041
H 4.10990 -1.43063 3.38563 0.031 -0.048 -0.039
H 3.31941 2.07476 4.40438 0.008 0.090 -0.040
H 4.36250 1.06944 3.36747 0.037 0.035 -0.045
H 4.51089 0.99376 5.11416 0.032 0.022 0.018
N -3.25377 -0.34500 1.92711 0.171 -0.052 -0.143
C -3.53884 -1.22118 0.96201 -0.116 -0.092 0.176
N -4.34268 -2.23254 1.23170 -0.173 0.013 0.211
C -4.67535 -3.01866 0.20377 0.074 0.198 0.276
N -5.41555 -4.09403 0.43444 0.073 0.115 -0.027
N -4.32223 -2.77103 -1.07690 0.137 0.241 -0.622
C -3.48908 -1.77884 -1.24994 -0.491 -0.738 0.593
N -3.00166 -0.99655 -0.26862 1.636 -0.434 -0.486
C -3.08297 -1.43173 -2.61817 0.021 -0.060 -0.563
C -3.74010 -1.98280 -3.70856 0.063 0.095 0.237
C -3.41038 -1.54855 -4.98000 0.118 0.195 0.058
C -2.45058 -0.55499 -5.10472 -0.153 -0.093 0.059
C -1.81412 -0.08956 -3.96724 0.249 0.217 -0.102
N -2.10028 -0.52203 -2.74265 0.705 -0.995 0.679
H -3.66146 -0.46048 2.83891 -0.027 -0.021 -0.007
H -2.67472 0.45079 1.71761 -0.140 0.077 0.052
H -5.72569 -4.29163 1.37051 -0.011 -0.045 -0.012
H -5.69220 -4.67669 -0.33740 -0.016 -0.019 0.053
H -4.48756 -2.73777 -3.52546 -0.076 -0.016 -0.019
H -3.90151 -1.95743 -5.85083 -0.012 -0.031 -0.026
H -2.18488 -0.15474 -6.07179 0.055 0.024 -0.002
H -1.05850 0.67693 -4.05378 0.017 -0.086 0.049
C -1.82097 3.84000 -4.15394 0.299 -0.013 -0.150
N -3.09674 4.09316 -3.53887 -0.381 -0.026 0.343
C -4.09178 4.84393 -4.11357 -0.453 0.231 -0.031
C -5.11593 4.89460 -3.23276 0.025 0.233 -0.480
N -4.74028 4.17762 -2.12644 0.459 -0.066 -0.224
C -5.52905 3.99552 -0.93118 -0.175 -0.166 0.379
C -3.50003 3.68247 -2.31660 0.131 -0.327 0.084
Se -2.56660 2.64698 -1.10729 0.324 -0.197 0.436
H -1.25927 4.77134 -4.24442 0.002 -0.053 0.009
H -1.96910 3.41437 -5.14687 0.019 -0.003 0.034
H -1.27058 3.14853 -3.52180 -0.014 0.006 0.017
H -3.98112 5.27587 -5.08928 -0.039 0.061 -0.082
H -6.07237 5.37584 -3.30421 -0.060 0.057 0.002
H -6.38979 4.65791 -0.97154 0.041 0.017 -0.030
H -4.92229 4.22523 -0.05584 -0.056 0.015 -0.060
H -5.87065 2.96284 -0.85392 0.031 0.040 -0.018
C 4.82500 -9.80045 1.88567 0.238 -0.459 -0.093
C 3.59798 -8.96737 1.80023 -0.064 1.246 0.364
O 2.53337 -9.25015 1.35607 -0.139 -0.508 -0.305
S 3.92640 -7.29563 2.53106 0.313 -0.394 0.091
C 2.79058 -6.16073 1.81789 -0.255 0.064 -0.122
C 1.63166 -6.49852 1.11626 0.114 -0.096 0.131
C 0.87487 -5.51229 0.52087 0.094 0.556 -0.052
C 1.25917 -4.16625 0.59981 0.512 -0.763 0.461
C 2.38400 -3.82772 1.37418 -0.369 0.014 -0.266
C 3.12845 -4.80900 1.98157 0.016 -0.412 0.082
C 0.54356 -3.14742 -0.06022 -1.100 1.348 -0.886
C -0.04749 -2.25898 -0.65862 0.008 0.625 0.572
H 4.62793 -10.79446 1.48987 -0.056 0.004 0.040
H 5.15989 -9.87865 2.91948 -0.025 0.032 0.072
H 5.63228 -9.33673 1.31909 -0.050 0.045 -0.012
H 1.32515 -7.52653 1.02798 0.040 -0.024 0.025
H -0.02236 -5.77675 -0.01988 -0.009 -0.013 -0.091
H 2.66399 -2.78717 1.47721 0.031 0.022 -0.036
H 3.98988 -4.55282 2.58284 0.106 0.055 -0.052
```
Positions in Å, forces in eV/Å.

LUMO level (spin up / spin down): -6.445 / -6.446 eV
Charge: +2

This record from the Open Molecules 2025 dataset describes a structure of composition C13H23LiN2O2P. The level of theory is wB97M-V/def2-TZVPD.

```
42
Properties=species:S:1:pos:R:3:forces:R:3
C 1.86151 -1.83147 2.78949 -0.700 0.594 0.163
C 1.09706 -1.68709 1.41410 -0.618 -0.185 0.304
P 2.17678 -1.07688 0.02617 3.046 -1.066 0.604
C 1.88655 -2.00132 -1.57156 -1.582 -0.604 -0.205
C 0.41411 -1.96508 -2.13702 0.269 0.634 -0.769
N 2.10286 0.67358 -0.16688 -1.305 -0.189 -0.807
C 0.76963 1.18889 -0.60404 -1.189 2.302 -0.753
C 0.19602 2.31924 0.37440 0.431 -0.702 0.775
C -1.06992 1.82291 1.17147 0.000 0.036 -0.314
C -2.46202 2.24016 0.50731 0.448 -0.607 1.385
N -3.18315 0.97585 0.20684 0.780 2.809 -0.048
C -4.14473 0.41039 1.02657 0.125 -3.117 -3.114
C -4.48284 -0.81205 0.30825 1.087 0.954 -0.260
C -3.67260 -0.89297 -0.93182 0.334 1.992 1.772
C -2.84334 0.31049 -0.94554 -2.722 -3.567 0.595
C 3.16469 1.11990 -0.98501 0.465 -0.459 0.747
O 3.23360 1.08338 -2.19122 0.376 0.227 0.040
O 4.29535 1.61887 -0.32718 -0.441 -1.488 -0.318
H 2.94424 -2.06811 2.68759 -0.908 -0.078 0.005
H 1.76657 -0.88137 3.38218 0.227 -0.772 -0.630
H 1.29630 -2.59929 3.38236 0.833 0.539 -0.495
H 0.74963 -2.71632 1.11311 0.374 1.025 -0.052
H 0.17255 -1.08923 1.60389 0.615 -0.426 -0.398
H 2.65825 -1.69897 -2.32926 -0.801 -0.029 0.732
H 2.11448 -3.08246 -1.34356 0.036 1.117 0.200
H -0.36579 -2.04012 -1.34056 0.694 -0.121 -0.550
H 0.23274 -2.74614 -2.92501 0.217 0.615 0.880
H 0.26717 -0.97739 -2.64707 -0.035 -0.786 0.406
H 0.86989 1.70189 -1.60294 -0.004 -0.855 0.741
H -0.00724 0.39823 -0.71534 0.931 0.276 0.168
H 1.02134 2.49328 1.12028 -0.759 0.198 -0.780
H -0.03048 3.26703 -0.18361 0.336 -0.876 0.540
H -1.02265 0.69994 1.17840 -0.234 1.010 0.062
H -1.06512 2.12467 2.25193 0.170 0.003 -1.050
H -3.04256 2.83251 1.26252 0.357 -0.573 -0.843
H -2.33390 2.87174 -0.40147 -0.114 -0.665 0.558
H -4.52331 0.79704 1.98759 0.552 -0.017 -0.938
H -5.20313 -1.58700 0.63772 0.601 0.796 -0.261
H -3.67652 -1.70978 -1.68161 -0.072 0.827 0.704
H -2.11425 0.58444 -1.72925 -0.604 0.339 0.984
H 4.38276 1.13675 0.52184 -0.327 0.516 -0.042
Li 5.56943 0.79188 -2.19403 -0.887 0.372 0.261
```
Positions in Å, forces in eV/Å.

LUMO level: -4.360 eV
Charge: +1